{
  "formula": "C62H147BrN8O10",
  "method": "wB97M-V/def2-TZVPD",
  "species": ["C", "C", "O", "O", "H", "H", "H", "C", "C", "C", "C", "C", "C", "N", "O", "C", "C", "C", "H", "H", "H", "H", "H", "H", "H", "H", "H", "H", "H", "H", "H", "H", "H", "H", "H", "H", "C", "C", "C", "C", "C", "C", "N", "O", "C", "C", "C", "H", "H", "H", "H", "H", "H", "H", "H", "H", "H", "H", "H", "H", "H", "H", "H", "H", "H", "C", "C", "N", "C", "C", "C", "C", "C", "O", "C", "H", "H", "H", "H", "H", "H", "H", "H", "H", "H", "H", "H", "H", "H", "H", "H", "H", "H", "H", "H", "C", "C", "N", "C", "C", "C", "C", "C", "O", "C", "H", "H", "H", "H", "H", "H", "H", "H", "H", "H", "H", "H", "H", "H", "H", "H", "H", "H", "H", "H", "C", "C", "N", "C", "C", "C", "C", "C", "O", "C", "H", "H", "H", "H", "H", "H", "H", "H", "H", "H", "H", "H", "H", "H", "H", "H", "H", "H", "H", "H", "C", "C", "N", "C", "C", "C", "C", "C", "O", "C", "H", "H", "H", "H", "H", "H", "H", "H", "H", "H", "H", "H", "H", "H", "H", "H", "H", "H", "H", "H", "C", "N", "C", "C", "C", "C", "O", "H", "H", "H", "H", "H", "H", "H", "H", "H", "H", "H", "H", "H", "H", "C", "N", "C", "C", "C", "C", "O", "H", "H", "H", "H", "H", "H", "H", "H", "H", "H", "H", "H", "H", "H", "Br"],
  "coordinates": [[0.29350, -0.09689, -0.05802], [-0.38169, -0.49814, 1.27091], [0.31163, -1.00181, 2.15959], [-1.59317, -0.19891, 1.40652], [-0.38856, 0.23089, -0.84252], [0.95252, -0.88463, -0.42307], [0.87234, 0.79833, 0.16922], [-4.39367, 5.49907, 4.35966], [-3.95427, 5.45478, 2.89637], [-3.32649, 6.74312, 2.63466], [-2.46750, 6.98774, 1.31399], [-1.26584, 5.96791, 1.24688], [-1.73342, 4.43575, 1.49840], [-2.77927, 4.40609, 2.65454], [-2.93963, 3.15307, 3.24610], [-0.46747, 3.77573, 1.97189], [-2.27319, 3.82954, 0.17672], [-5.18469, 4.98183, 1.95718], [-5.01434, 4.64269, 4.62324], [-4.91335, 6.43482, 4.56559], [-3.58244, 5.56177, 5.08498], [-2.67581, 7.08759, 3.43844], [-4.12993, 7.47792, 2.58331], [-2.00941, 7.97670, 1.29949], [-3.14023, 6.84214, 0.46882], [-0.57230, 6.41430, 1.95951], [-0.75268, 5.85714, 0.29164], [0.27697, 3.64998, 1.18569], [-0.56497, 2.71967, 2.22354], [0.03756, 4.35163, 2.74738], [-1.41834, 3.61304, -0.46396], [-3.02717, 4.49953, -0.23648], [-2.85555, 2.93828, 0.41040], [-5.58087, 4.00199, 2.22371], [-5.00635, 5.00045, 0.88203], [-6.06244, 5.61504, 2.08640], [-1.89965, -0.06579, -4.09986], [-2.92176, 1.08319, -3.59862], [-2.02162, 2.33138, -3.22809], [-1.48090, 3.13309, -4.41909], [-2.53968, 3.74951, -5.34046], [-3.50058, 2.50562, -5.84008], [-3.87706, 1.42193, -4.76975], [-4.79054, 0.51077, -5.11734], [-2.65015, 1.74346, -6.95193], [-4.73958, 3.15778, -6.37417], [-3.76800, 0.52710, -2.41861], [-2.37007, -0.86908, -4.66690], [-1.55161, -0.47462, -3.15127], [-1.12081, 0.36962, -4.72589], [-1.11026, 2.11087, -2.67230], [-2.62269, 3.07482, -2.70453], [-0.65410, 2.62860, -4.91908], [-0.88668, 3.92050, -3.95542], [-2.00801, 4.29581, -6.11955], [-3.19964, 4.43804, -4.81275], [-2.73850, 2.31985, -7.87284], [-3.06270, 0.80844, -7.33094], [-1.58753, 1.56370, -6.78883], [-5.21790, 3.68980, -5.55181], [-5.34068, 2.40704, -6.88716], [-4.49042, 3.91427, -7.11830], [-4.15584, -0.42739, -2.77443], [-4.62381, 1.18199, -2.25496], [-3.16401, 0.59748, -1.51398], [-2.78369, -3.74314, -5.84389], [-1.28174, -3.76479, -5.49610], [-0.83488, -4.96363, -4.52988], [-1.23811, -6.32054, -5.25452], [0.71880, -4.88217, -4.24414], [1.28608, -6.11154, -3.46744], [-1.68887, -4.95712, -3.23729], [-1.55379, -3.65212, -2.41097], [-0.36407, -3.82109, -1.67422], [-0.44051, -3.54931, -0.26989], [-3.44882, -3.42252, -5.04209], [-3.23437, -4.63189, -6.28560], [-2.98422, -2.98776, -6.60367], [-1.00013, -2.87768, -4.92877], [-0.74473, -3.71980, -6.44357], [-2.31461, -6.25766, -5.41359], [-0.99415, -7.03457, -4.46791], [-0.73653, -6.49121, -6.20708], [0.91518, -3.94624, -3.72113], [1.27960, -4.82950, -5.17731], [0.83656, -6.19116, -2.47765], [2.37606, -6.11911, -3.47060], [1.17370, -7.05865, -3.99512], [-1.49870, -5.81582, -2.59344], [-2.72199, -5.11536, -3.54669], [-2.40393, -3.50367, -1.74515], [-1.34147, -2.71325, -2.92240], [-0.89083, -2.56434, -0.14684], [0.57643, -3.57390, 0.12170], [-1.09974, -4.31143, 0.14569], [2.05901, 4.16009, -6.17786], [2.88572, 2.87959, -6.53115], [3.62938, 2.19470, -5.27398], [4.35579, 0.91742, -5.77467], [4.61000, 3.29273, -4.67218], [5.91351, 3.56145, -5.47143], [2.52925, 1.78962, -4.23042], [2.98340, 1.22601, -2.80505], [3.93004, 0.08972, -3.08418], [3.44495, -1.22593, -2.75417], [1.23675, 4.06172, -5.46913], [1.47488, 4.56413, -7.00468], [2.69562, 5.01362, -5.94478], [3.62933, 3.08100, -7.30225], [2.28319, 2.03075, -6.85445], [3.52144, 0.22147, -5.86195], [5.15565, 0.68369, -5.07203], [4.88266, 1.20316, -6.68508], [4.83094, 2.80596, -3.72227], [4.10220, 4.23172, -4.45187], [6.45705, 2.62011, -5.55229], [6.49776, 4.30442, -4.92852], [5.62509, 4.01171, -6.42126], [1.86224, 1.02480, -4.62825], [1.88688, 2.64747, -4.03158], [2.02915, 0.90774, -2.38525], [3.40601, 2.00261, -2.16757], [3.24250, -1.23821, -1.68321], [4.26209, -1.87786, -3.06297], [2.61176, -1.53148, -3.38705], [1.36867, -4.19417, 6.01420], [1.06626, -5.57888, 5.31701], [1.51996, -5.67717, 3.87810], [0.92526, -4.53312, 2.92892], [3.07598, -5.59051, 3.77019], [3.82874, -6.79098, 4.52799], [0.92853, -6.99390, 3.28452], [1.11127, -7.30737, 1.79017], [2.39534, -7.48569, 1.29341], [2.48697, -7.81660, -0.10651], [1.23828, -3.23690, 5.50948], [2.38710, -4.21936, 6.40182], [0.68800, -4.31418, 6.85704], [0.01041, -5.84900, 5.33474], [1.64610, -6.32806, 5.85609], [1.05092, -3.47814, 3.17250], [-0.11731, -4.80202, 2.75911], [1.34947, -4.77799, 1.95518], [3.32099, -4.59389, 4.13736], [3.30391, -5.62020, 2.70470], [3.56263, -7.82973, 4.33230], [3.62812, -6.68249, 5.59386], [4.89525, -6.57184, 4.47681], [-0.12185, -7.06729, 3.56632], [1.45947, -7.76657, 3.84058], [0.40134, -6.77595, 1.15638], [0.72385, -8.29232, 1.52965], [1.94822, -7.06513, -0.68371], [2.12901, -8.83868, -0.23026], [3.54173, -7.82541, -0.38129], [5.19462, 5.10369, 1.16977], [5.62751, 4.07856, 2.22769], [5.00857, 2.68847, 2.16126], [5.50351, 1.94140, 3.40772], [3.42656, 2.84083, 2.23946], [2.84688, 3.48508, 3.49096], [5.40638, 2.04267, 0.77041], [4.68927, 0.71084, 0.40498], [4.68818, -0.13007, 1.51752], [3.61263, -1.07469, 1.61230], [4.26344, 5.62994, 1.37971], [5.12330, 4.75147, 0.14072], [5.96842, 5.85083, 0.99340], [5.36304, 4.56666, 3.16573], [6.68402, 3.89672, 2.03067], [6.17915, 1.17269, 3.03264], [4.65299, 1.44156, 3.87129], [5.80854, 2.64444, 4.18283], [3.06440, 1.84992, 1.96550], [3.17132, 3.38494, 1.33013], [3.06819, 2.95229, 4.41575], [1.76170, 3.47479, 3.38906], [3.05382, 4.54718, 3.62221], [6.45022, 1.75278, 0.89060], [5.38527, 2.76075, -0.04937], [5.13854, 0.17450, -0.43084], [3.67695, 0.95936, 0.08633], [3.28839, -1.42081, 0.63088], [2.76670, -0.57608, 2.08546], [3.93850, -1.90318, 2.24119], [-6.16878, 0.00772, 0.46826], [-5.89417, -0.96796, 1.65121], [-5.63799, -0.04923, 2.94112], [-7.06802, -1.91589, 1.89862], [-4.54818, -1.69965, 1.24359], [-3.90135, -2.48342, 2.37246], [-4.74858, -3.55093, 2.84712], [-6.34956, -0.61225, -0.40984], [-5.28077, 0.61414, 0.28998], [-7.05460, 0.62211, 0.62936], [-6.53660, 0.55728, 3.05412], [-4.81674, 0.65112, 2.78892], [-5.57373, -0.64989, 3.84841], [-7.23447, -2.55992, 1.03512], [-7.94045, -1.28704, 2.07611], [-6.86196, -2.49150, 2.80101], [-3.79855, -0.99700, 0.87967], [-4.67756, -2.26203, 0.31889], [-3.66253, -1.69966, 3.09134], [-2.90863, -2.71814, 1.98838], [-4.35886, -3.78392, 3.69295], [0.36682, -0.89042, 5.53990], [-0.09728, 0.59533, 5.92109], [-0.52104, 1.32264, 4.63936], [-1.34124, 0.61012, 6.89780], [1.20365, 1.34110, 6.49015], [1.87082, 0.75888, 7.68495], [1.12303, 0.50181, 8.79306], [0.77425, -1.22471, 6.49404], [1.11777, -0.85026, 4.75088], [-0.43356, -1.54290, 5.19096], [0.34494, 1.63791, 4.05730], [-1.13722, 2.18984, 4.87680], [-1.16731, 0.56754, 4.19186], [-2.09100, -0.00942, 6.40576], [-1.61753, 1.64942, 7.07564], [-1.04558, 0.12058, 7.82572], [0.86663, 2.37359, 6.58228], [1.84291, 1.27180, 5.61002], [2.70125, 1.44911, 7.83342], [2.30000, -0.13209, 7.22659], [1.73549, 0.54019, 9.53132], [1.87133, 4.66322, -1.98100]],
  "forces_ev_per_angstrom": [[0.06, 0.13, 0.30], [-0.85, 0.74, -0.38], [1.16, -0.74, 0.62], [-0.82, 0.11, -0.39], [-0.31, -0.29, 0.07], [0.11, 0.09, 0.00], [0.40, -0.01, -0.01], [-0.06, -0.93, 0.50], [-0.37, -1.43, 0.17], [1.71, 3.25, -2.38], [-0.13, -2.08, 0.14], [-2.28, -0.15, 0.21], [1.64, 2.58, 0.68], [-2.38, -8.42, 1.93], [1.21, 8.28, -3.48], [0.73, -1.54, 0.24], [-1.33, 0.09, 1.40], [0.65, 0.09, 0.18], [-0.10, 0.17, 0.05], [-0.39, -0.12, -0.48], [0.41, -0.28, -0.32], [-0.19, -0.38, 0.44], [-0.09, 0.07, 0.14], [-0.53, 0.07, 0.04], [0.12, 0.34, -0.24], [0.33, -0.97, 0.31], [-0.06, 0.57, -0.15], [-0.21, 0.82, -0.63], [-0.52, -0.04, 0.56], [-0.35, -0.12, 0.17], [-0.13, 0.23, -0.02], [0.47, 0.26, -0.46], [0.41, -0.46, -0.03], [0.56, -0.19, 0.23], [0.47, 0.03, 0.10], [0.39, 0.61, 0.46], [-1.29, 0.94, 0.11], [1.08, -0.19, 0.05], [-1.03, 0.50, -1.45], [0.49, 0.81, 0.48], [-0.34, -2.86, 1.47], [2.15, 1.49, -1.08], [-2.47, -4.82, -2.72], [5.30, 5.91, 2.50], [-0.83, -0.37, -0.51], [-0.49, -0.69, -0.37], [-0.04, 1.05, -1.41], [-0.35, 0.11, 0.07], [0.42, 0.09, -0.16], [0.10, -0.03, 0.32], [-0.46, -0.71, 0.50], [-0.13, -0.29, 0.55], [-0.40, -0.52, -0.58], [-0.15, 0.43, 0.19], [-0.65, -0.41, -0.58], [0.20, 0.10, 0.13], [0.10, 0.66, 0.26], [-0.40, -0.29, 0.66], [-0.14, 0.33, 0.57], [-0.50, -0.24, -0.17], [-0.56, 0.29, 0.27], [0.32, -0.09, 0.06], [0.16, -0.27, 0.80], [-0.10, 0.08, -0.04], [0.11, -0.73, -0.05], [-0.35, 0.40, 0.19], [-0.62, -0.47, 1.01], [-0.18, -0.40, -1.57], [0.29, 1.22, 1.48], [-0.10, -1.06, 0.10], [-0.63, 0.21, -0.66], [-0.50, 1.38, -0.82], [1.18, -0.74, 0.27], [1.06, -0.19, 0.78], [-0.56, 0.00, -1.16], [0.21, -0.22, 0.41], [0.45, -0.21, 0.12], [0.50, 0.14, -0.19], [-0.06, 0.03, -0.14], [0.55, -0.81, 0.35], [0.23, -0.18, 0.10], [-0.14, -0.43, -0.64], [0.31, 0.26, 0.31], [-0.36, -0.14, 0.18], [-0.65, 0.02, -0.40], [0.38, 0.02, 0.01], [0.05, 0.83, 0.52], [-0.73, 0.04, -0.18], [0.68, 0.11, -0.21], [0.04, 0.24, -0.31], [-0.27, -0.21, -0.09], [-0.83, -0.16, -0.76], [0.09, 0.10, 0.42], [-0.23, -0.02, 0.05], [0.12, -0.04, 0.60], [0.14, -0.20, -0.50], [-0.61, -0.40, 1.47], [-0.59, 1.60, -0.32], [-0.13, 2.19, 0.42], [0.42, -1.31, 0.52], [-1.66, -0.53, 0.35], [0.85, 0.34, 1.04], [0.76, -0.82, -2.90], [-1.54, 1.26, 0.95], [0.90, 1.13, -0.56], [0.61, -0.33, 0.65], [0.43, -0.55, -0.84], [0.03, -0.24, 0.46], [0.13, -0.03, 0.31], [-0.29, 0.28, -0.34], [0.77, -0.40, -0.27], [-0.61, -0.42, 0.21], [-0.52, -0.30, -0.31], [0.32, 0.35, 0.13], [-0.56, -0.42, -0.18], [0.29, 0.35, -0.37], [-0.02, -0.16, 0.06], [0.45, -0.22, -0.22], [0.45, -0.17, -0.71], [0.40, 0.33, 0.02], [0.13, -0.31, 0.34], [0.26, -0.20, -0.12], [-0.21, -0.55, -0.05], [0.05, -0.14, 0.52], [-0.54, 0.20, 0.21], [-0.08, -1.85, 0.14], [0.68, 1.36, -0.55], [-0.58, 1.24, -2.08], [0.14, -2.06, 0.10], [-0.33, -2.06, 0.19], [-0.83, 2.10, 0.66], [1.78, -0.56, 0.20], [-1.15, -1.56, -0.90], [1.74, 1.77, 0.21], [0.03, -0.15, 1.09], [-0.39, -0.51, -0.35], [-0.04, 0.06, 0.05], [0.15, 0.75, 0.30], [0.07, 0.20, 0.04], [-0.34, -0.07, -0.02], [0.27, -0.34, 0.48], [-0.21, 0.32, 0.58], [0.46, 0.35, 0.17], [0.16, -0.25, 0.31], [-0.13, -0.12, 0.06], [0.16, 0.33, -0.84], [-0.01, 0.10, 0.18], [-0.01, -0.40, -0.46], [0.05, 0.30, -0.18], [-0.13, -0.06, 0.06], [0.40, 1.31, -0.29], [-1.08, -0.61, 1.38], [-0.12, -0.18, -0.22], [-0.38, 0.05, -0.34], [-0.08, 0.20, 0.19], [-0.20, -0.07, -0.95], [0.04, 0.83, -1.59], [-1.95, 0.80, -0.20], [-0.97, -0.46, -0.82], [1.35, -0.19, -1.28], [-0.18, -0.21, -0.13], [0.72, -1.39, 0.99], [-0.80, 0.90, 0.35], [0.12, -0.53, 0.75], [0.18, 0.90, 0.06], [0.04, -0.11, 0.16], [-0.35, -0.54, 0.06], [0.15, 0.13, 0.81], [0.59, -0.70, 0.33], [0.13, 0.10, 0.85], [0.36, 0.37, 0.68], [-0.04, -0.29, -0.42], [0.75, -0.02, -0.55], [-0.12, -0.22, 0.90], [0.07, 0.57, 0.11], [0.21, 0.04, -0.05], [-0.01, -0.27, -0.12], [0.49, -0.09, -0.13], [0.17, 0.34, 0.27], [-0.48, 0.13, 0.41], [0.49, 0.53, -0.30], [-0.44, -0.08, -0.01], [0.12, -0.19, -0.07], [-0.28, -0.16, -0.02], [0.11, 0.04, -0.18], [-0.11, -1.17, 0.53], [1.75, 1.50, -0.13], [-1.24, -0.72, -1.20], [0.35, 0.77, 0.25], [-0.59, -0.10, 0.12], [-0.86, 0.87, -0.63], [1.39, 1.27, -0.41], [0.00, -0.02, 0.04], [-0.08, -0.04, 0.29], [0.10, -0.13, 0.35], [-0.14, -0.13, -0.16], [0.27, -0.56, -0.21], [0.33, -0.17, -0.35], [0.21, 0.11, 0.07], [-0.01, -0.04, -0.12], [0.08, -0.02, -0.32], [-0.11, 0.79, 0.72], [-0.99, -0.52, 0.29], [-0.17, -0.31, 0.76], [0.05, -0.83, -0.04], [-0.26, -0.49, 0.27], [-0.38, 1.77, 1.24], [0.54, -0.30, -0.10], [-0.43, -0.99, 1.18], [1.85, -0.76, -0.74], [-2.85, 0.28, -1.22], [1.30, -0.33, -1.94], [-0.68, 0.18, 0.49], [-0.04, -0.41, -0.30], [-0.04, 0.33, 0.08], [-0.32, 0.53, 0.17], [-0.13, -0.49, -0.05], [0.23, 0.01, 0.27], [0.25, 0.37, -0.90], [-0.16, 0.41, -0.01], [-0.06, -0.22, -0.14], [0.07, 0.19, -0.06], [-0.04, 0.05, 0.24], [0.37, 0.09, 0.30], [0.22, 0.05, 0.35], [0.55, -0.61, 0.66], [-0.24, -0.12, 0.57], [-0.28, -0.61, 0.21]],
  "energy_ev": -169041.7158,
  "total_charge": 6
}